Model a:
Molecular formula: C3H5NOS
Method: DFT, ωB97M-V/def2-TZVPD

The calculation puts the LUMO energy (alpha / beta) at -0.6 / -0.6 eV.

Last column: natural (NBO) charge in e.
Atoms and positions in Å:
C (-0.4431, -0.1285, 0.8057)  -0.14
C (0.3724, -2.3577, 0.3312)  0.01
C (-0.9951, 0.7435, -0.2927)  -0.61
N (0.1216, -1.2089, 0.5374)  -0.25
O (1.0396, 2.4053, -0.2052)  -0.92
S (0.4495, 1.6623, -1.2714)  1.13
H (-0.0286, 0.3650, 1.7273)  0.21
H (1.3062, -2.9474, 0.2453)  0.21
H (-1.6795, 0.1806, -0.8636)  0.22
H (-1.5882, 1.4083, 0.3590)  0.24
H (1.4454, -0.1225, -1.3730)  -0.11

Model b:
Molecular formula: C3H5NOS
Method: DFT, ωB97M-V/def2-TZVPD

The calculation puts the LUMO energy at 0.6 eV. Its SMILES is S=C1NCCO1.

Last column: natural (NBO) charge in e.
Atoms and positions in Å:
C (0.3990, -0.1541, -0.0864)  0.43
C (-1.7728, 0.8719, 0.0519)  -0.24
C (-1.8609, -0.6567, 0.1328)  -0.09
H (0.4658, 1.9328, -0.1381)  0.47
H (-2.2051, 1.4809, 0.9022)  0.22
H (-1.9478, 1.3241, -0.8670)  0.21
H (-2.1857, -0.8174, 1.1650)  0.18
H (-2.7893, -1.0572, -0.5044)  0.21
N (-0.1804, 1.0173, -0.1349)  -0.62
O (-0.6222, -1.1747, -0.1813)  -0.49
S (2.1444, -0.0595, 0.0779)  -0.28

Most stable: model b. Least stable: model a.

Model a:
Molecular formula: C3H5NOS
Method: DFT, ωB97M-V/def2-TZVPD

The calculation puts the LUMO energy at 0.7 eV. Its SMILES is S=C1CCON1.

Last column: natural (NBO) charge in e.
Atoms and positions in Å:
C (-0.1959, 1.1339, -0.2443)  0.09
C (-0.8967, -0.1769, 0.0740)  -0.51
C (0.2122, -1.1749, 0.3039)  -0.08
H (-1.5257, -0.4241, -0.7973)  0.24
H (-1.5495, -0.0679, 0.9289)  0.25
H (0.1215, -2.0977, -0.2966)  0.20
H (0.2837, -1.4271, 1.3565)  0.19
H (1.8657, 1.3725, -0.3526)  0.41
N (1.0906, 0.7520, -0.3917)  -0.28
O (1.4131, -0.5395, -0.1080)  -0.34
S (-0.8190, 2.6497, -0.4728)  -0.16

Model b:
Molecular formula: C3H5NOS
Method: DFT, ωB97M-V/def2-TZVPD

The calculation puts the LUMO energy (alpha / beta) at -0.7 / -0.7 eV.

Last column: natural (NBO) charge in e.
Atoms and positions in Å:
C (-0.5936, 0.2644, 1.1099)  -0.42
C (1.0670, -0.9781, -0.3087)  -0.65
C (-0.2961, -0.4276, -0.0178)  -0.17
N (-0.3549, 1.4204, -1.2264)  0.24
O (-1.1356, 2.0874, -0.6987)  -0.14
S (-1.9939, 1.2136, 1.1032)  0.06
H (0.1459, 0.4569, 1.8747)  0.21
H (1.0327, -1.6985, -1.1199)  0.22
H (1.4996, -1.4473, 0.5720)  0.23
H (1.7291, -0.1669, -0.6094)  0.22
H (-1.1002, -0.7242, -0.6788)  0.22

Most stable: model a. Least stable: model b.

Model a:
Molecular formula: C2H6N2
Method: DFT, ωB97M-V/def2-TZVPD

The calculation puts the LUMO energy at 1.2 eV. Its SMILES is C/C=N\N.

Last column: natural (NBO) charge in e.
Atoms and positions in Å:
C (-1.0898, 0.4696, -0.5107)  -0.71
C (0.0539, -0.4354, -0.7896)  0.11
H (-0.9997, 1.4666, 0.0561)  0.24
H (-1.9530, -0.1044, -0.1514)  0.24
H (-1.4013, 0.9147, -1.4439)  0.22
H (0.1176, -0.9074, -1.7703)  0.19
H (1.3314, -0.9214, 1.9751)  0.36
H (1.8807, 0.4496, 1.3274)  0.35
N (1.0224, -0.7526, -0.0085)  -0.28
N (1.0378, -0.1792, 1.3158)  -0.71

Model b:
Molecular formula: C2H6N2
Method: DFT, ωB97M-V/def2-TZVPD

The calculation puts the LUMO energy at 0.9 eV. Its SMILES is [H]/N=C(/C)N.

Last column: natural (NBO) charge in e.
Atoms and positions in Å:
C (-1.3648, -0.2687, -0.0454)  -0.69
C (0.0782, 0.0621, -0.1045)  0.45
H (-1.7413, 0.6544, -0.5398)  0.26
H (-1.7064, -1.1853, -0.3705)  0.23
H (-1.5892, -0.0417, 0.9786)  0.24
H (1.5646, -0.6607, 0.8121)  0.37
H (1.8843, -0.5111, -0.6486)  0.37
H (1.3834, 1.4468, -0.0024)  0.31
N (1.1189, -0.8303, -0.0525)  -0.87
N (0.3722, 1.3343, -0.0270)  -0.67

Model c:
Molecular formula: C2H6N2
Method: DFT, ωB97M-V/def2-TZVPD

The calculation puts the LUMO energy at 0.9 eV. Its SMILES is C=N.C=N.

Last column: natural (NBO) charge in e.
Atoms and positions in Å:
C (1.6699, -4.8768, -1.6458)  -0.04
N (2.4809, -5.7968, -1.3757)  -0.60
H (1.5965, -3.9443, -1.0981)  0.15
H (0.9718, -5.0829, -2.4752)  0.16
H (3.1680, -5.6152, -0.6500)  0.33
C (-1.8437, 5.6926, 1.8184)  -0.06
N (-2.4245, 4.7820, 1.1153)  -0.58
H (-2.3981, 5.9702, 2.7113)  0.15
H (-0.7442, 5.7523, 1.8728)  0.16
H (-1.9202, 4.8475, 0.2181)  0.33

Model d:
Molecular formula: C2H6N2
Method: DFT, ωB97M-V/def2-TZVPD

The calculation puts the LUMO energy at 0.9 eV.

Last column: natural (NBO) charge in e.
Atoms and positions in Å:
C (-0.6615, -0.3747, -0.3349)  -0.08
C (0.6206, -0.6098, -0.5760)  -0.17
N (1.5560, 0.0932, 0.3702)  -0.86
N (-1.2786, 0.4565, 0.6826)  -0.79
H (-1.4523, -0.9168, -0.8551)  0.19
H (1.0366, -1.6110, -0.6560)  0.23
H (0.9251, 0.4172, 1.0982)  0.36
H (2.0098, 0.8569, -0.1010)  0.36
H (-0.5608, 0.9831, 0.0484)  0.40
H (-2.1950, 0.7055, 0.3236)  0.36

Most stable: model b. Least stable: model d.

Model a:
Molecular formula: C2H6N2
Method: DFT, ωB97M-V/def2-TZVPD

The calculation puts the LUMO energy at 0.9 eV. Its SMILES is [H]/N=C(\C)N.

Last column: natural (NBO) charge in e.
Atoms and positions in Å:
C (0.5694, 0.9905, -0.3500)  -0.71
N (-0.7007, -0.4829, 1.1508)  -0.86
C (0.0276, -0.4073, -0.0879)  0.47
N (-0.0545, -1.3661, -0.9530)  -0.74
H (0.6954, 1.1326, -1.4116)  0.23
H (-0.0900, 1.7140, 0.0989)  0.23
H (1.5632, 1.0602, 0.1131)  0.24
H (-0.0854, -0.8528, 1.8718)  0.38
H (-1.3507, -1.2446, 0.9836)  0.38
H (-0.5741, -0.5437, -1.4156)  0.38

Model b:
Molecular formula: C2H6N2
Method: DFT, ωB97M-V/def2-TZVPD

The calculation puts the LUMO energy at 0.9 eV. Its SMILES is [H]/N=C\NC.

Last column: natural (NBO) charge in e.
Atoms and positions in Å:
C (-1.1201, -0.4072, -0.0001)  -0.42
C (1.1675, 0.5418, 0.0003)  0.28
H (-2.1391, -0.0021, -0.0523)  0.21
H (-0.9331, -1.0695, -0.8492)  0.20
H (-1.0276, -0.9980, 0.9029)  0.19
H (-0.5712, 1.6376, 0.0552)  0.39
H (1.7144, 1.4826, -0.0001)  0.16
H (1.2622, -1.3566, -0.0250)  0.32
N (-0.2066, 0.7031, -0.0301)  -0.62
N (1.8536, -0.5317, -0.0015)  -0.71

Most stable: model b. Least stable: model a.

Model a:
Molecular formula: C2H6N2
Method: DFT, ωB97M-V/def2-TZVPD

The calculation puts the LUMO energy at 1.0 eV. Its SMILES is [H]/N=C\NC.

Last column: natural (NBO) charge in e.
Atoms and positions in Å:
C (0.9123, 0.7316, 0.8255)  -0.41
N (0.3581, -0.2425, -0.0873)  -0.62
C (-0.9865, -0.4268, -0.2700)  0.31
N (-1.5391, -1.1044, -1.1991)  -0.77
H (0.4294, 0.6678, 1.7975)  0.21
H (0.9364, 1.7375, 0.4066)  0.19
H (1.9460, 0.4376, 1.0297)  0.21
H (0.8211, -0.6187, -0.9072)  0.39
H (-1.6626, -0.2105, 0.5589)  0.15
H (-1.2151, -0.9716, -2.1546)  0.34

Model b:
Molecular formula: C2H6N2
Method: DFT, ωB97M-V/def2-TZVPD

The calculation puts the LUMO energy at 1.2 eV. Its SMILES is CC1NN1.

Last column: natural (NBO) charge in e.
Atoms and positions in Å:
C (-0.2512, 0.4112, -0.2078)  0.03
C (1.1144, -0.0231, 0.0962)  -0.65
N (-1.0253, -0.7370, -0.6291)  -0.43
N (-1.3971, 0.0699, 0.5965)  -0.48
H (-0.2924, 1.3645, -0.8489)  0.18
H (1.7510, 0.5918, 0.8291)  0.21
H (1.8668, -0.0747, -0.7384)  0.23
H (1.0560, -0.9660, 0.7540)  0.22
H (-1.5851, -0.2023, -1.3559)  0.33
H (-1.2373, -0.4344, 1.5044)  0.36

Model c:
Molecular formula: C2H6N2
Method: DFT, ωB97M-V/def2-TZVPD

The calculation puts the LUMO energy at 0.9 eV.

Last column: natural (NBO) charge in e.
Atoms and positions in Å:
C (-0.3453, 0.5715, -1.2000)  -0.49
N (0.4889, 1.0255, -0.0344)  -0.44
C (0.5594, 0.1105, 0.8483)  0.17
N (0.0400, -1.1432, 0.7174)  -0.79
H (0.2271, -0.3358, -1.4224)  0.21
H (-1.3817, 0.2594, -1.0600)  0.19
H (-0.2810, 1.3338, -1.9680)  0.21
H (1.2536, 0.2438, 1.6780)  0.17
H (-0.7308, -0.4087, 0.8615)  0.41
H (0.1698, -1.6568, 1.5795)  0.37

Model d:
Molecular formula: C2H6N2
Method: DFT, ωB97M-V/def2-TZVPD

The calculation puts the LUMO energy at 0.9 eV. Its SMILES is C/C=N\N.

Last column: natural (NBO) charge in e.
Atoms and positions in Å:
C (1.3049, 0.6966, 0.0709)  -0.68
C (0.5039, -0.3725, 0.7506)  -0.06
H (0.4099, 1.5144, -0.4282)  0.18
H (1.6561, 0.3391, -0.8802)  0.21
H (2.1730, 1.2652, 0.4897)  0.24
H (0.5707, -0.5797, 1.7282)  0.18
H (-1.8371, -0.6524, -1.2117)  0.37
H (-0.4916, 0.4124, -1.6264)  0.36
N (-0.8024, -0.4674, 0.4052)  -0.17
N (-1.1024, -0.1389, -0.8339)  -0.64

Most stable: model a. Least stable: model d.

Model a:
Molecular formula: C14H18N2O5
Method: DFT, ωB97M-V/def2-TZVPD

The calculation puts the LUMO energy at 0.6 eV. Its SMILES is N[C@@H](CCC(=O)O)C(=O)N[C@@H](Cc1ccccc1)C(=O)O.

Last column: natural (NBO) charge in e.
Atoms and positions in Å:
C (0.3323, -0.2143, 1.6196)  -0.13
C (1.0594, -0.6330, 0.4067)  0.66
C (-0.3895, -1.4025, 2.2369)  -0.41
C (-1.3513, -1.2883, 3.4698)  -0.50
C (-1.3839, -2.6921, 4.1603)  0.81
C (0.6186, -1.0570, -1.9937)  -0.16
C (1.5683, -2.1574, -2.1121)  0.78
C (1.2285, 0.2217, -2.5680)  -0.43
C (0.4905, 1.4807, -2.2170)  -0.02
C (0.7901, 2.4416, -1.2583)  -0.23
C (-0.6474, 1.8944, -3.0512)  -0.19
C (0.0905, 3.6379, -0.9663)  -0.23
C (-1.3593, 3.0508, -2.8462)  -0.25
C (-1.0265, 3.9212, -1.8303)  -0.18
H (-0.9705, 1.1266, 2.1381)  0.36
H (-0.3911, 1.6539, 0.7776)  0.38
H (1.0210, 0.1290, 2.4346)  0.19
H (0.4596, -1.9298, 2.4633)  0.22
H (-0.6601, -2.0835, 1.4616)  0.24
H (-0.8231, -0.6493, 4.1678)  0.22
H (-2.2977, -0.9622, 3.2067)  0.23
H (-1.1865, -3.4262, 5.9409)  0.50
H (-0.6633, -0.1232, -0.3584)  0.44
H (-0.2948, -1.2319, -2.5781)  0.25
H (2.2760, 0.2347, -2.2839)  0.24
H (1.0829, 0.1131, -3.7030)  0.24
H (1.5076, 2.0447, -0.6696)  0.20
H (-1.2437, 1.2064, -3.7187)  0.21
H (0.1812, 4.2314, -0.0749)  0.22
H (-2.2380, 3.4365, -3.3733)  0.23
H (-1.7157, 4.8430, -1.5353)  0.22
H (3.0322, -3.0047, -2.8080)  0.50
N (-0.7070, 0.7992, 1.2733)  -0.86
N (0.1077, -0.8222, -0.6026)  -0.65
O (2.1542, -1.0736, 0.3566)  -0.58
O (-1.8240, -3.6593, 3.6256)  -0.57
O (-0.8667, -2.6422, 5.4190)  -0.70
O (1.4571, -3.2295, -1.5543)  -0.58
O (2.5824, -2.1846, -3.0554)  -0.69

Model b:
Molecular formula: C14H18N2O5
Method: DFT, ωB97M-V/def2-TZVPD

The calculation puts the LUMO energy at 0.3 eV. Its SMILES is N[C@@H](CCC(=O)O)C(=O)N[C@@H](Cc1ccccc1)C(=O)O.

Last column: natural (NBO) charge in e.
Atoms and positions in Å:
C (-0.8569, 2.0610, -0.3695)  -0.17
C (-1.2661, 1.4618, 0.9771)  0.69
C (0.4058, 1.5318, -0.9944)  -0.40
C (1.6454, 1.9268, -0.1518)  -0.53
C (2.9567, 1.3770, -0.6489)  0.80
C (-2.2333, -0.4312, -0.2323)  -0.18
C (-3.6480, -0.5814, -0.6696)  0.77
C (-1.5900, -1.8584, -0.2018)  -0.44
C (-0.1416, -2.0147, 0.1102)  0.04
C (0.3653, -2.1864, 1.3888)  -0.25
C (0.8085, -2.1228, -0.9480)  -0.24
C (1.7493, -2.4592, 1.5886)  -0.19
C (2.1209, -2.4943, -0.7217)  -0.19
C (2.6007, -2.6256, 0.5563)  -0.23
H (-0.3329, 3.5374, 0.9494)  0.38
H (-1.6536, 3.8681, 0.1088)  0.35
H (-1.7592, 1.9922, -1.0005)  0.21
H (0.2888, 0.4727, -1.1461)  0.22
H (0.6117, 1.9685, -1.9741)  0.24
H (1.5770, 1.5305, 0.8509)  0.24
H (1.7611, 3.0024, -0.0305)  0.26
H (4.6876, 1.0501, -0.1869)  0.49
H (-2.0853, -0.1753, 1.8492)  0.41
H (-1.7434, 0.1092, -1.0823)  0.25
H (-2.1617, -2.3606, 0.6174)  0.21
H (-1.8043, -2.3247, -1.1984)  0.26
H (-0.2529, -1.9894, 2.2940)  0.21
H (0.5534, -1.9956, -1.9401)  0.21
H (2.1326, -2.4828, 2.5955)  0.21
H (2.7725, -2.6344, -1.6266)  0.22
H (3.6727, -2.8462, 0.7542)  0.22
H (-4.1049, 0.7035, 0.6698)  0.50
N (-0.6893, 3.5443, -0.0513)  -0.82
N (-2.0244, 0.3199, 0.9464)  -0.65
O (-0.9346, 1.9891, 2.0188)  -0.61
O (3.1562, 0.8371, -1.7373)  -0.62
O (3.9425, 1.4176, 0.2699)  -0.67
O (-3.9889, -1.3457, -1.5666)  -0.57
O (-4.5376, 0.2276, -0.0664)  -0.66

Most stable: model b. Least stable: model a.